C25H28N3O2 | wB97M-V/def2-TZVPD

Each line ends with the Mulliken charge.
CARTESIAN COORDINATES (ANGSTROEM)
O -5.54686 2.69630 0.90353  -0.439
O 4.47788 2.64325 1.26598  -0.416
N -0.33349 -1.78202 -0.56072  -0.078
N -2.23534 -3.00204 0.23111  -0.148
N -1.35147 -3.66195 -1.67166  -0.201
C -4.31589 2.11813 0.97627  0.884
C 3.06030 0.82947 1.71633  -0.808
C -2.31573 -4.69668 -1.37299  -0.594
C 0.72684 0.83378 1.01713  0.308
C -1.75974 0.86025 0.92880  0.464
C -2.93851 0.18087 0.51684  -0.167
C 0.92250 2.11864 0.44260  -0.895
C -5.63353 4.10670 1.24741  -0.813
C 1.07801 -2.08494 -0.37846  0.231
C 1.83531 0.22863 1.68351  -0.003
C 2.16497 2.72455 0.45295  -0.685
C -1.92641 2.18513 1.41982  -0.965
C 4.51766 -2.02050 -1.87853  -0.566
C 3.12148 -0.71509 -3.34269  -0.640
C 3.23641 2.10955 1.15322  0.776
C -3.16617 2.80726 1.44629  -0.590
C -4.17738 0.78119 0.53173  -1.039
C 2.10705 -1.89675 -1.48747  0.569
C -0.52059 0.16685 0.95872  -0.748
C -2.88673 -4.26615 -0.02514  -0.528
C 4.65213 4.04636 0.99340  -0.820
C 4.39200 -1.14014 -2.95525  -0.500
C 1.96898 -1.11850 -2.63843  -0.117
C 3.37662 -2.41814 -1.18925  -0.497
C -1.22279 -2.75603 -0.66766  0.003
H -0.54805 -0.87200 1.26081  0.943
H -5.30795 4.27811 2.28683  0.325
H 3.46716 -3.13837 -0.37155  0.298
H -6.68906 4.35275 1.13715  0.245
H -5.08734 0.25932 0.22896  0.449
H -0.74673 -3.62621 -2.48821  0.254
H -3.07552 -4.75832 -2.16015  0.314
H -2.85343 -0.85254 0.21191  0.421
H 5.69780 4.22458 1.24411  0.266
H -5.02195 4.69610 0.54775  0.360
H 1.69401 -0.72025 2.20523  0.459
H 5.49316 -2.36928 -1.54484  0.395
H -2.64240 -5.01897 0.73357  0.239
H -1.80629 -5.66743 -1.31678  0.299
H 4.45469 4.25587 -0.06682  0.322
H 0.07647 2.63875 -0.00721  0.679
H 3.92442 0.34732 2.17041  0.447
H -2.30615 -2.52951 1.12967  0.310
H 3.99042 4.64882 1.63585  0.354
H 1.37971 -1.35134 0.38199  -0.549
H -3.97366 -4.16629 -0.06196  0.338
H -1.08483 2.72326 1.84209  0.640
H 2.30933 3.67951 -0.04833  0.371
H 3.03192 -0.03706 -4.18961  0.398
H -3.27683 3.80924 1.86663  0.351
H 5.28165 -0.79178 -3.47302  0.407
H 0.97797 -0.83392 -2.99880  0.365
H 1.33398 -3.05836 0.12693  0.323

Total charge   +1
Energy relative to the best compared isomer or geometry (same formula, charge and spin)   189.30 kJ/mol
Frontier orbital gap   6.6 eV
Strongest force on any atom   1.7 eV/Å
LUMO energy   -4.2 eV
HOMO energy   -10.76 eV

C24H41BFeN6OS3 | wB97M-V/def2-TZVPD

Each line ends with the Mulliken charge.
CARTESIAN COORDINATES (ANGSTROEM)
Fe 0.14370 -0.07050 0.28110  1.364
S -1.15730 -1.87390 -0.86940  -0.302
S 2.40490 -0.19030 -0.93090  -0.414
S -0.91200 1.91570 -0.80260  -0.398
O -0.46930 -0.12820 2.06620  -1.307
N 0.89910 -3.32040 -1.93260  0.416
N 2.48780 2.38940 -1.86790  0.557
N 1.05450 1.07650 -2.90330  -0.412
N 0.49350 -1.42140 -2.97360  -0.166
N -1.36950 0.30890 -2.92310  -0.079
N -3.21980 0.89950 -1.88320  0.546
C 2.76990 4.19330 -0.27680  -1.499
C 1.09840 -3.84290 0.44370  -1.295
C 0.83510 -4.41080 -0.95580  1.187
C -2.42380 -0.28040 -3.56130  -1.344
C 1.76020 -3.22950 -2.99750  -0.173
C -3.71020 2.45620 0.01130  -2.471
C 4.63090 3.52640 -1.86230  -1.611
C 1.86040 3.12490 -2.84780  -0.132
C -1.84450 1.09460 3.63020  -1.595
C -0.54800 -5.05920 -1.06290  -1.572
C -4.25880 1.47800 -1.02230  1.471
C -1.64860 -0.16580 2.76910  1.519
C 3.47340 3.02690 -0.98510  1.215
C -4.95610 0.32770 -0.28370  -1.456
C 0.13400 -2.19590 -1.92880  0.088
C 0.98940 2.31530 -3.47740  -1.371
C -1.86470 1.01310 -1.87970  0.221
C 4.03150 2.08650 0.07740  -2.117
C 1.96280 1.13400 -1.90250  0.322
C -1.75700 -1.42740 3.63970  -1.449
C 1.50140 -2.06790 -3.63460  -1.260
C 1.90340 -5.46470 -1.25630  -2.184
C -5.24580 2.22850 -1.93010  -1.749
C -3.55930 0.06610 -2.92660  -0.207
B 0.06670 -0.00100 -3.39900  1.706
H 2.90360 -5.04350 -1.19240  0.482
H 4.55150 1.24510 -0.37050  0.493
H 1.81970 -6.25100 -0.50900  0.455
H -0.61940 -5.89440 -0.37430  0.487
H 3.23550 1.70210 0.71070  0.400
H 4.30020 4.26670 -2.58650  0.380
H -2.26760 -0.89300 -4.42220  0.617
H 0.32070 2.50610 -4.29050  0.608
H -3.05900 1.94980 0.71680  0.587
H -1.32390 -4.33820 -0.82620  0.319
H -5.69200 0.72620 0.41230  0.458
H 2.06340 -3.34010 0.46370  0.339
H 1.76380 -5.91430 -2.23680  0.483
H 2.48610 -3.97600 -3.23650  0.508
H -6.00220 2.71170 -1.31730  0.454
H -4.54170 2.89130 0.56080  0.565
H 2.48100 4.97390 -0.97610  0.387
H 1.93540 -1.64460 -4.51560  0.603
H 0.06890 0.03370 -4.59370  -0.224
H 2.06240 4.15870 -3.02940  0.528
H -0.71810 -5.42080 -2.07490  0.376
H -2.48880 -0.20300 2.03930  -0.596
H 4.73160 2.63890 0.70020  0.532
H -5.74600 1.56010 -2.62570  0.413
H 1.87330 3.82610 0.21930  0.284
H 0.33400 -3.12220 0.72790  0.113
H -1.02450 -1.38930 4.44110  0.373
H 5.07790 2.69570 -2.40580  0.372
H 1.10410 -4.64560 1.17620  0.493
H -1.56470 -2.30680 3.02980  0.274
H -2.87410 1.15640 3.97600  0.358
H -4.21740 -0.24320 0.27610  0.209
H -3.14590 3.25550 -0.45870  0.459
H -1.18410 1.06170 4.49220  0.472
H -4.56420 -0.23080 -3.14060  0.528
H 3.43040 4.62810 0.47010  0.463
H -1.60600 1.97820 3.04200  0.307
H -5.45810 -0.34410 -0.97510  0.385
H -4.72410 2.99030 -2.50680  0.382
H -2.75400 -1.49650 4.07010  0.376
H 5.39280 3.97830 -1.23230  0.451

Energy relative to the best compared isomer or geometry (same formula, charge and spin)   52.14 kJ/mol
Multiplicity   5
Frontier orbital gap (spin up / spin down)   8.0 / 8.0 eV
Strongest force on any atom   1.4 eV/Å
LUMO energy (spin up / spin down)   0.6 / 0.6 eV
HOMO energy (spin up / spin down)   -7.40 / -7.45 eV
⟨S²⟩   6.013

C5H12N3 | wB97M-V/def2-TZVPD

Each line ends with the Mulliken charge.
CARTESIAN COORDINATES (ANGSTROEM)
N 0.72683 1.10122 -0.31981  -0.691
N 1.35169 0.05978 0.19861  0.495
N -1.64575 -0.81493 0.83339  -0.277
C 0.71846 -1.25364 -0.07522  -0.967
C -1.57801 1.65455 -1.08521  -1.463
C -0.74779 -0.66150 -0.34201  0.287
C 2.72119 0.19362 0.57307  -0.900
C -0.48784 0.73841 -0.65083  0.368
H 1.24734 -1.80536 -0.84203  0.340
H -2.35461 1.36322 -1.78393  0.350
H -2.21733 1.90852 -0.14413  0.298
H 2.87226 0.63246 1.61078  0.295
H 3.21132 -0.76687 0.67852  0.349
H -1.21244 2.46970 -1.58236  0.412
H -1.22134 -0.45696 1.69296  0.348
H 3.33555 0.82148 -0.06817  0.322
H 0.85352 -1.89924 0.76488  0.382
H -2.45710 -0.22671 0.57041  0.355
H -1.83285 -1.75358 1.10266  0.331
H -1.28313 -1.30415 -1.13159  0.366

Total charge   +1
Energy relative to the best compared isomer or geometry (same formula, charge and spin)   296.60 kJ/mol
Frontier orbital gap   8.2 eV
SMILES   CC1=NN(C)C[C@H]1[NH3+]
Strongest force on any atom   5.0 eV/Å
LUMO energy   -3.7 eV
HOMO energy   -11.92 eV